(1)
{
  "formula": "C10H16F6NO4S",
  "method": "ωB97M-V/def2-TZVPD",
  "largest_force_ev_per_a": 0.40,
  "charge": 1,
  "gap_ev": 9.667,
  "spin_multiplicity": 1,
  "e_tot_ha": -1743.4680,
  "e_homo_ev": -13.34,
  "elements": ["O", "S", "O", "C", "C", "C", "C", "C", "N", "C", "F", "F", "F", "H", "H", "H", "H", "H", "H", "H", "H", "H", "H", "H", "C", "C", "O", "C", "O", "C", "F", "F", "F", "H", "H", "H", "H", "H"],
  "coordinates": [[2.191, 1.398, 3.565], [1.859, 0.060, 3.230], [2.430, -1.094, 3.837], [0.040, -0.104, 3.507], [-0.735, 1.207, 3.495], [-1.259, 1.674, 2.136], [-1.851, 0.522, 1.298], [-1.987, -0.752, 2.104], [-0.635, -1.172, 2.656], [2.235, -0.122, 1.385], [1.094, 0.017, 0.678], [2.716, -1.325, 1.144], [3.085, 0.812, 1.035], [0.070, -0.501, 4.522], [-1.581, 1.070, 4.171], [-0.101, 1.956, 3.963], [-0.499, 2.216, 1.575], [-2.043, 2.400, 2.345], [-2.839, 0.789, 0.929], [-1.245, 0.326, 0.419], [-2.648, -0.630, 2.960], [-2.362, -1.588, 1.518], [-0.045, -1.485, 1.886], [-0.776, -1.996, 3.242], [1.799, 0.624, -2.899], [1.022, -0.673, -2.940], [-0.187, -0.541, -3.711], [-0.043, -0.642, -5.031], [0.968, -0.833, -5.629], [-1.428, -0.523, -5.714], [-2.131, 0.492, -5.201], [-2.117, -1.654, -5.511], [-1.285, -0.333, -7.014], [1.169, 1.437, -2.533], [2.662, 0.523, -2.239], [2.160, 0.892, -3.890], [0.675, -0.959, -1.948], [1.622, -1.488, -3.341]],
  "forces_ev_per_a": [[0.02, 0.22, 0.13], [-0.01, -0.20, -0.25], [0.03, -0.21, 0.09], [-0.19, 0.25, -0.26], [-0.08, -0.08, 0.01], [-0.10, 0.03, 0.03], [0.07, 0.06, 0.08], [-0.15, 0.08, -0.03], [0.02, -0.18, 0.30], [0.03, 0.11, 0.09], [-0.13, 0.09, 0.01], [0.04, 0.04, 0.02], [-0.09, -0.17, -0.01], [0.07, 0.00, 0.05], [0.02, -0.01, 0.05], [0.02, 0.06, -0.01], [0.11, -0.12, -0.01], [0.04, 0.07, -0.02], [-0.05, -0.06, -0.01], [0.06, -0.04, -0.13], [0.05, 0.01, 0.08], [0.11, -0.04, -0.06], [0.03, 0.12, -0.14], [0.08, -0.05, -0.03], [-0.10, 0.07, -0.07], [0.18, -0.06, 0.18], [-0.03, 0.00, 0.01], [-0.16, -0.01, -0.03], [0.08, 0.01, -0.01], [0.15, 0.00, 0.09], [-0.02, 0.01, -0.02], [-0.04, 0.00, -0.01], [-0.03, -0.01, -0.03], [0.02, -0.01, 0.03], [0.01, -0.02, 0.00], [0.03, -0.03, 0.00], [-0.03, 0.01, -0.02], [-0.03, 0.02, -0.09]]
}

---

(2)
{
  "formula": "C27H35CeN5O3P2",
  "method": "ωB97M-V/def2-TZVPD",
  "largest_force_ev_per_a": 5.27,
  "charge": 2,
  "gap_ev": [4.315, 4.316],
  "spin_multiplicity": 1,
  "e_tot_ha": -2706.3043,
  "e_homo_ev": [-13.50, -13.50],
  "elements": ["Ce", "C", "C", "C", "C", "C", "C", "C", "C", "C", "H", "H", "H", "H", "H", "H", "H", "H", "H", "H", "H", "H", "H", "H", "H", "P", "P", "N", "N", "N", "N", "C", "C", "C", "C", "C", "C", "C", "C", "C", "C", "C", "C", "C", "C", "C", "C", "C", "C", "H", "H", "H", "H", "H", "H", "H", "H", "H", "H", "H", "H", "H", "H", "H", "H", "H", "H", "H", "H", "O", "N", "O", "O"],
  "coordinates": [[-2.246, 1.976, 1.291], [4.367, -1.648, 1.902], [4.242, -1.150, 0.663], [4.205, -2.012, -0.556], [3.408, -3.350, -0.425], [2.089, -3.279, 0.301], [1.984, -3.529, 1.620], [3.186, -3.915, 2.447], [4.511, -3.108, 2.217], [-4.516, 1.593, 1.032], [4.423, -1.015, 2.794], [4.269, -0.069, 0.486], [5.240, -2.269, -0.841], [3.807, -1.440, -1.404], [3.224, -3.731, -1.442], [4.055, -4.082, 0.073], [1.222, -3.045, -0.325], [1.020, -3.538, 2.142], [3.427, -4.979, 2.271], [2.942, -3.838, 3.512], [5.094, -3.181, 3.154], [5.100, -3.609, 1.434], [-5.158, 2.179, 1.725], [-4.688, 0.498, 1.162], [-4.863, 1.893, 0.028], [-2.171, -0.044, -0.652], [-0.044, 2.274, -0.644], [-2.567, -1.414, 0.439], [-3.215, -0.538, -2.035], [1.004, 1.993, 0.752], [0.858, 3.639, -1.323], [-0.478, -0.456, -1.232], [0.335, 0.797, -1.690], [-2.901, -1.185, 1.783], [-3.117, -2.419, 2.392], [-2.898, -3.425, 1.404], [-2.572, -2.787, 0.214], [-4.622, -0.463, -1.979], [-5.131, -0.689, -3.246], [-4.027, -0.912, -4.130], [-2.864, -0.812, -3.359], [0.605, 2.179, 2.099], [1.608, 1.677, 2.914], [2.611, 1.145, 2.083], [2.226, 1.335, 0.768], [2.226, 3.869, -1.548], [2.349, 5.050, -2.271], [1.037, 5.582, -2.476], [0.133, 4.721, -1.873], [-0.564, -1.213, -2.031], [0.008, -0.960, -0.377], [1.430, 0.608, -1.698], [0.032, 1.120, -2.710], [-3.045, -0.184, 2.202], [-3.400, -2.559, 3.422], [-2.972, -4.491, 1.562], [-2.348, -3.175, -0.771], [-5.117, -0.182, -1.063], [-6.184, -0.684, -3.537], [-4.060, -1.096, -5.187], [-1.831, -0.865, -3.626], [-0.246, 2.815, 2.398], [1.613, 1.676, 3.998], [3.514, 0.646, 2.417], [2.664, 1.011, -0.171], [2.979, 3.208, -1.155], [3.267, 5.491, -2.626], [0.792, 6.483, -3.012], [-0.938, 4.756, -1.749], [-4.334, 5.227, 0.115], [-3.614, 4.320, 0.506], [-3.287, 4.123, 1.758], [-3.096, 3.454, -0.317]],
  "forces_ev_per_a": [[-1.68, 1.72, 0.44], [-0.10, 0.26, -0.31], [0.38, -0.17, 0.92], [-0.11, -0.46, -0.43], [0.23, -0.10, -0.37], [0.01, 0.11, 0.70], [0.13, 0.01, -0.87], [0.34, 0.07, 0.36], [0.19, -0.47, 0.29], [-1.17, -0.42, -0.19], [0.00, 0.05, -0.44], [0.07, -0.45, 0.22], [-0.28, 0.06, -0.02], [0.00, -0.01, 0.07], [0.14, 0.10, 0.27], [-0.41, 0.10, -0.42], [-0.02, -0.07, 0.34], [0.24, 0.10, -0.36], [-0.16, 0.32, 0.10], [-0.11, -0.04, -0.20], [-0.18, -0.10, -0.45], [-0.02, 0.32, 0.49], [0.68, -0.36, 0.06], [0.11, 0.74, 0.06], [0.42, -0.23, 0.24], [-1.86, -4.54, -1.92], [3.74, 1.51, -0.08], [0.27, 1.60, -0.48], [0.39, 0.94, 1.41], [-0.57, -0.55, -0.13], [-1.79, -0.53, 0.39], [0.36, 0.27, -0.09], [-0.26, 0.06, -0.32], [0.14, -1.27, 0.28], [0.40, 1.10, -0.67], [0.18, 0.93, -0.60], [-0.04, 0.05, 0.72], [-0.04, 0.23, -0.87], [0.36, 0.13, 0.68], [1.39, 0.31, 1.64], [-1.16, 0.26, -0.73], [-0.19, -0.29, -0.13], [-0.60, 0.13, -0.04], [0.05, 0.06, -0.52], [-0.73, 0.14, 0.44], [-0.18, 0.65, -0.66], [-0.66, -1.14, 0.68], [-0.70, -0.99, 0.61], [1.15, 0.31, -0.51], [0.15, 0.35, 0.32], [-0.12, 0.26, -0.20], [-0.81, 0.07, -0.12], [0.21, -0.25, 0.43], [-0.10, -0.67, -0.01], [-0.01, -0.08, 0.01], [-0.03, 0.11, -0.12], [-0.07, -0.01, 0.17], [-0.03, -0.24, -0.06], [0.49, -0.04, 0.29], [0.00, -0.13, -0.07], [0.22, -0.13, -0.31], [1.01, 0.24, -0.09], [-0.01, 0.11, -0.21], [-0.31, 0.29, -0.14], [0.02, 0.14, 0.48], [-0.02, -0.01, -0.09], [0.02, -0.08, 0.16], [-0.04, 0.02, 0.11], [-0.02, 0.07, -0.17], [2.15, -2.74, 1.44], [-1.53, 2.40, -0.77], [0.14, -0.48, -1.33], [0.34, 0.35, 0.67]]
}

---

(3)
{
  "formula": "C13H9Cl14FO4S",
  "method": "ωB97M-V/def2-TZVPD",
  "largest_force_ev_per_a": 5.80,
  "smiles": "C/C(Cl)=C(/Cl)C1=C(S(=O)(=O)F)C(=O)C=CC1=O.ClC(Cl)Cl.ClC(Cl)Cl.ClC(Cl)Cl.ClC(Cl)Cl",
  "gap_ev": 7.104,
  "spin_multiplicity": 1,
  "e_tot_ha": -7742.2550,
  "e_homo_ev": -9.87,
  "elements": ["C", "C", "Cl", "C", "Cl", "C", "C", "S", "O", "O", "F", "C", "O", "C", "C", "C", "O", "H", "H", "H", "H", "H", "C", "Cl", "Cl", "Cl", "H", "C", "Cl", "Cl", "Cl", "H", "C", "Cl", "Cl", "Cl", "H", "C", "Cl", "Cl", "Cl", "H"],
  "coordinates": [[-3.577, -0.776, -0.042], [-3.484, 0.625, -0.803], [-4.773, 0.898, -2.085], [-2.491, 1.612, -0.537], [-2.658, 3.156, -1.528], [-1.368, 1.391, 0.542], [0.028, 1.437, 0.303], [0.687, 1.752, -1.422], [2.189, 1.635, -1.466], [0.024, 0.834, -2.424], [0.368, 3.361, -1.836], [1.043, 1.176, 1.526], [2.270, 1.331, 1.455], [0.482, 0.647, 2.936], [-0.903, 0.591, 3.180], [-1.872, 1.080, 2.036], [-3.088, 1.204, 2.322], [-4.236, -0.586, 0.885], [-4.084, -1.531, -0.723], [-2.555, -1.094, 0.337], [1.206, 0.320, 3.753], [-1.366, 0.215, 4.155], [1.264, -2.196, -3.791], [-0.108, -2.907, -2.928], [2.618, -1.921, -2.686], [1.759, -3.235, -5.135], [0.953, -1.236, -4.196], [-3.238, 4.855, -5.168], [-3.805, 5.505, -6.712], [-3.421, 6.057, -3.882], [-4.108, 3.371, -4.759], [-2.181, 4.616, -5.264], [4.211, -2.658, 0.856], [5.586, -1.618, 0.461], [4.743, -4.046, 1.813], [2.959, -1.733, 1.707], [3.784, -3.029, -0.073], [3.442, -3.740, 5.922], [4.910, -4.725, 5.858], [3.182, -2.911, 4.380], [2.040, -4.738, 6.336], [3.568, -2.989, 6.698]],
  "forces_ev_per_a": [[-0.61, 1.41, 0.03], [1.72, 0.96, 0.72], [1.80, -0.41, 1.87], [-2.15, -1.62, -0.80], [0.72, -1.73, 1.65], [1.36, 0.19, -0.76], [-2.42, 0.24, 1.38], [3.65, -2.35, -3.85], [-4.86, 0.97, 0.99], [0.84, 3.33, 3.45], [0.19, -2.87, 1.19], [2.37, -0.10, 0.79], [-3.78, -0.20, -0.23], [-2.99, 0.07, -0.35], [2.26, 0.45, -1.75], [-2.48, -0.22, 1.53], [3.96, -0.26, -1.32], [0.89, -0.41, -1.47], [0.92, 0.90, 0.95], [-1.26, 0.24, -0.75], [-0.73, 0.65, -1.60], [0.64, 0.75, -1.68], [-0.01, -0.01, 0.00], [0.07, 0.08, -0.05], [-0.07, 0.07, -0.06], [-0.05, 0.10, 0.09], [0.06, -0.15, 0.14], [-0.06, -0.04, -0.03], [0.09, -0.04, 0.10], [0.07, -0.10, -0.06], [0.10, 0.12, -0.08], [-0.20, 0.05, 0.03], [0.18, -0.09, -0.06], [-0.20, -0.08, 0.00], [0.03, 0.03, -0.35], [0.05, 0.03, -0.51], [0.03, 0.09, 0.18], [-0.03, 0.05, -0.02], [-0.09, 0.10, 0.02], [-0.07, -0.12, 0.79], [0.08, 0.09, 0.02], [-0.01, -0.18, -0.12]]
}

---

(4)
{
  "formula": "C3H7ClN2",
  "method": "ωB97M-V/def2-TZVPD",
  "largest_force_ev_per_a": 8.78,
  "de_lowest_ev": 9.9338,
  "gap_ev": 7.189,
  "spin_multiplicity": 1,
  "e_tot_ha": -687.8517,
  "e_homo_ev": -8.42,
  "elements": ["C", "C", "C", "H", "H", "H", "H", "H", "H", "H", "N", "N", "Cl"],
  "coordinates": [[-0.830, 0.939, 0.408], [-1.108, -0.678, 0.558], [0.137, -1.495, -0.206], [-1.637, 2.927, -2.522], [-1.366, 3.289, 0.260], [-0.375, 1.545, 1.477], [-1.472, -0.968, 1.666], [-1.801, -0.846, -0.343], [0.217, -2.622, -0.110], [0.163, -1.075, -1.135], [-0.903, 2.642, -1.008], [-1.224, 1.360, -0.925], [1.880, -1.345, 0.569]],
  "forces_ev_per_a": [[-1.57, -2.12, -2.36], [1.51, 0.82, -1.25], [0.31, -1.42, 5.45], [1.34, 0.04, 4.07], [1.10, -1.33, -4.49], [-1.66, -1.25, -3.82], [0.98, 0.36, -2.93], [0.02, 0.09, 2.06], [-1.39, 1.44, -0.66], [0.41, 0.77, -2.52], [-2.55, 3.31, -1.35], [2.66, -1.42, 8.24], [-1.16, 0.71, -0.44]]
}

---

What is the formula in the fourth record?
C3H7ClN2